No. 1
A structure of composition C21H21N4O4W at a distorted geometry, computed with wB97M-V/def2-TZVPD.

Element x y z (Å)
W 0.05971 -0.26288 0.13407
O 0.11405 1.57554 -1.66753
C 0.83994 2.65951 -1.19276
C 0.67856 3.92952 -1.71484
C 1.49266 5.02208 -1.13432
C 2.33665 4.72397 -0.05727
C 2.41636 3.42025 0.49883
C 1.73154 2.38555 -0.14368
C 1.50536 1.12182 0.70178
N 0.39496 0.99802 1.48715
C 0.11367 0.78046 2.95366
C -1.18382 -0.03124 2.98894
N -0.85673 -1.04034 1.92511
C -0.96577 -2.31231 2.25236
C -0.39499 -3.37024 1.47970
C -0.74474 -4.69277 1.84812
C -0.04025 -5.73070 1.27693
C 0.99843 -5.45269 0.39550
C 1.38818 -4.12988 0.10140
C 0.59362 -3.10363 0.55794
O 0.91285 -1.80971 0.23635
H 0.06407 4.04032 -2.59578
H 1.64328 6.03006 -1.57310
H 2.96956 5.51609 0.32737
H 3.19625 3.20216 1.27177
H 2.36389 0.51978 0.93860
H 0.16325 1.76532 3.45784
H 0.94026 0.32678 3.45516
H -2.12739 0.52925 2.81163
H -1.15778 -0.59478 3.90233
H -1.49230 -2.51213 3.17782
H -1.43230 -4.92061 2.66836
H -0.21872 -6.76755 1.57812
H 1.57787 -6.24915 -0.06517
H 2.28320 -3.82913 -0.46324
C 1.44870 0.06833 -4.64795
O 0.99341 1.01146 -3.63333
C 0.73964 0.68545 -2.47304
O 0.91720 -0.38074 -1.87818
H 2.51160 0.35408 -4.75741
H 0.85628 0.32819 -5.49195
H 1.42267 -0.92098 -4.24004
N -3.98189 0.34317 -0.91471
C -3.75195 1.62980 -0.56643
C -2.48697 1.70465 -0.14978
N -1.90446 0.42637 -0.25160
C -2.91665 -0.40044 -0.62787
H -4.85066 -0.00993 -1.17893
H -4.44779 2.38155 -0.60708
H -1.86254 2.50557 0.26560
H -2.84998 -1.46330 -0.66644

Summary:
2S+1 = 1
Total charge = +3
Relative energy (zero: lowest compared OMol25 entry of this formula, charge and spin) = 198.5 kJ/mol

***

No. 2
A cluster of 10 separate species, C4H26N2O11 in total at a distorted geometry, computed with wB97M-V/def2-TZVPD.

Element x y z (Å)
C 0.93307 1.85202 0.70157
C 0.11403 0.50966 0.56218
N -0.75152 0.04251 1.64611
C -1.10310 0.77627 2.73768
O -1.02663 2.00295 2.77425
C -0.66658 0.48138 -0.71497
N -0.55628 1.44664 -1.68136
O -1.17188 -0.59473 -1.09171
H 1.31576 2.07629 -0.29699
H 1.79357 1.93167 1.38731
H 0.34070 2.69251 1.09166
H 0.91116 -0.30421 0.47471
H -1.03122 -0.94782 1.50741
H -1.35819 0.24063 3.65837
H -0.28218 2.38879 -1.50706
H -0.90005 1.23460 -2.61507
O 2.48159 -0.19433 -2.82914
H 2.15263 0.67955 -2.99166
H 2.88701 -0.55260 -3.61255
O -2.23138 3.41526 0.82989
H -3.00682 3.81164 1.22059
H -1.74225 3.01396 1.59286
O -2.72640 -1.96657 2.75889
H -2.84733 -2.08642 3.69659
H -2.56750 -2.65959 2.13430
O -0.29966 4.31256 -0.58551
H -1.02195 4.10963 0.14193
H -0.63657 5.11724 -0.96727
O 1.18835 -2.66188 0.74553
H 1.20352 -2.51144 -0.24867
H 1.34669 -3.61787 0.82757
O -0.08532 -0.92573 -3.75298
H -0.68409 -0.63766 -3.05738
H -0.59079 -1.55371 -4.25969
O -1.35792 -3.62542 0.78248
H -0.55888 -3.07963 0.69228
H -1.75815 -3.61332 -0.07783
O 1.42881 -2.37581 -1.86779
H 0.74197 -1.99711 -2.45688
H 2.13846 -1.67788 -1.94714
O 3.46438 -1.78549 1.84844
H 2.59224 -1.60559 1.46438
H 3.92866 -1.16094 1.28465

Summary:
2S+1 = 1
Total charge = 0
SMILES = C[C@@H](NC=O)C(N)=O.O.O.O.O.O.O.O.O.O
Relative energy (zero: lowest compared OMol25 entry of this formula, charge and spin) = 88.0 kJ/mol

***

No. 3
An isolated molecule of C3H5N3OS at a distorted geometry, computed with wB97M-V/def2-TZVPD.

Element x y z (Å)
N 1.98535 -1.72702 -0.77097
N 1.04456 -0.73468 -0.48394
C -0.06188 -1.12262 0.07815
C -0.97050 -0.11390 0.52485
O -1.98539 -0.39804 1.21644
N -0.59033 1.11543 0.11202
C -1.26208 2.27688 0.11518
S -0.73956 3.67348 -0.46151
H 3.04053 -1.30751 -0.45210
H 1.74081 -2.52567 -0.24333
H -0.21980 -2.26330 0.24545
H 0.38729 1.00585 -0.31030
H -2.36899 2.12110 0.43005

Summary:
2S+1 = 1
Total charge = 0
SMILES = N/N=C/C(=O)NC=S
Relative energy (zero: lowest compared OMol25 entry of this formula, charge and spin) = 259.4 kJ/mol

***

No. 4
A cluster of 2 separate species, C5H11S in total at a distorted geometry, computed with wB97M-V/def2-TZVPD.

Element x y z (Å)
C -1.86661 2.93403 0.35864
S -0.84629 1.60284 -0.50765
H -1.33085 3.88994 0.32181
H -2.81271 3.05045 -0.19962
H -2.12647 2.72225 1.40732
C 1.37158 -1.32378 0.19062
C 0.22515 -1.42302 -0.49045
C -1.09259 -1.71081 0.06915
C 2.59472 -0.58403 -0.21664
H 1.32834 -1.73845 1.19958
H 0.17583 -0.94027 -1.48411
H -1.64523 -0.76919 -0.01847
H -1.53885 -2.40381 -0.67067
H -1.14543 -2.13730 1.08967
H 2.45617 -0.20954 -1.26230
H 3.47757 -1.24214 -0.20416
H 2.77567 0.28282 0.41729

Summary:
2S+1 = 1
Total charge = -1
Relative energy (zero: lowest compared OMol25 entry of this formula, charge and spin) = 41.4 kJ/mol

***

No. 5
A structure of composition C23H23F5N4OSSiTcTe at a distorted geometry, computed with wB97M-V/def2-TZVPD.

Element x y z (Å)
Tc -0.98258 0.30767 0.35111
C -3.44938 3.11897 -3.50859
C -3.37668 4.32897 -2.82959
C -2.76278 4.35217 -1.59149
C -2.24018 3.19937 -1.00079
N -2.46028 2.02347 -1.64259
C -3.00358 1.98687 -2.87179
C -1.52368 3.30937 0.28301
C -1.01928 4.55277 0.69041
C -0.45988 4.68617 1.94811
C -0.47638 3.60677 2.82021
C -0.91878 2.38137 2.33351
N -1.34578 2.23287 1.06251
C -1.00118 1.14487 3.10701
C -0.89518 1.08487 4.49151
C -1.12488 -0.11633 5.13991
C -1.47448 -1.22863 4.38141
C -1.53298 -1.10993 3.00611
N -1.27978 0.03807 2.36761
H -3.86268 3.05017 -4.50219
H -3.77868 5.23427 -3.25689
H -2.70328 5.28807 -1.06369
H -3.08118 0.99617 -3.29939
H -0.98718 5.37777 0.00081
H -0.02668 5.62607 2.25181
H -0.09718 3.70957 3.82461
H -0.64878 1.97087 5.05351
H -1.04608 -0.17683 6.21381
H -1.69028 -2.17473 4.85141
H -1.78958 -1.95443 2.38041
C 3.31612 -5.22623 -0.37139
Si 3.22522 -3.30533 -0.39039
C 4.34342 -2.70603 -1.83619
C 3.75232 -2.49583 1.23891
C 1.38282 -2.90373 -0.76509
C 0.67242 -3.67193 -1.68849
C -0.66608 -3.41943 -1.95539
C -1.29418 -2.37453 -1.29599
N -0.62458 -1.59333 -0.45489
C 0.68212 -1.83713 -0.20969
S 1.30652 -0.53533 0.75841
H 4.18812 -5.53083 0.19731
H 3.41772 -5.64183 -1.36809
H 2.43652 -5.65863 0.09681
H 5.31782 -3.17583 -1.75929
H 4.47032 -1.62953 -1.77379
H 3.90532 -2.95023 -2.79759
H 4.65482 -2.96943 1.61231
H 2.98862 -2.58473 2.00741
H 3.97442 -1.44183 1.10411
H 1.18562 -4.46163 -2.21699
H -1.20738 -3.99773 -2.68649
H -2.33348 -2.12743 -1.46599
F 0.42262 2.40877 -0.92899
Te 0.49142 0.51687 -1.89299
F -0.85788 -0.35623 -3.14619
F 1.53662 -0.93673 -2.71709
F 2.32272 1.14097 -1.86869
F 0.24062 1.77547 -3.29629
O -2.21158 0.84277 -1.12089

Summary:
2S+1 = 4
Total charge = +2
Relative energy (zero: lowest compared OMol25 entry of this formula, charge and spin) = 522.5 kJ/mol
⟨S²⟩ = 3.783

***

No. 6
A cluster of 2 separate species, C6H16O in total at a distorted geometry, computed with wB97M-V/def2-TZVPD.

Element x y z (Å)
C 0.69188 2.43968 -1.11678
C -0.22024 1.44634 -0.37773
C 0.54824 0.25660 0.22727
C 1.47868 0.70601 1.35226
C -0.45722 -0.77762 0.75859
C 0.17814 -2.05652 1.32332
H 1.43477 2.81248 -0.42307
H 1.16381 1.98904 -1.99563
H 0.08055 3.29955 -1.38752
H -0.91403 1.00786 -1.09256
H -0.75218 1.96990 0.42511
H 1.09616 -0.22225 -0.59589
H 1.11763 1.61711 1.82988
H 2.43282 1.01166 0.92414
H 1.69634 -0.02838 2.11961
H -0.93549 -0.25241 1.57775
H -1.23394 -1.05359 0.03686
H 1.24385 -2.06939 1.18147
H -0.01888 -2.24908 2.38174
H -0.18810 -2.92646 0.75834
O -3.18701 -2.35239 -2.76290
H -2.44133 -1.99012 -3.25218
H -2.81444 -2.57801 -1.89209

Summary:
2S+1 = 1
Total charge = 0
SMILES = CCC(C)CC.O
Relative energy (zero: lowest compared OMol25 entry of this formula, charge and spin) = 30.8 kJ/mol

***

No. 7
A structure of composition C30H51CrN8O3P, computed with wB97M-V/def2-TZVPD.

Element x y z (Å)
Cr -2.93001 0.09459 -1.72883
N -1.60889 1.73190 -1.46033
C -2.32286 2.96764 -1.09370
C -3.67881 2.98429 -1.79080
N -4.33756 1.65736 -1.68640
C -5.19774 1.45859 -0.49040
C -4.34998 1.13304 0.73149
N -3.39607 0.05223 0.37626
H -0.86858 1.49054 -0.77284
H -1.13463 1.86125 -2.34881
H -1.76367 3.85842 -1.37572
H -2.43577 2.99464 -0.01212
H -3.53059 3.18491 -2.85025
H -4.31760 3.76854 -1.38214
H -4.92383 1.53448 -2.50717
H -5.85099 0.61527 -0.70777
H -5.81782 2.33523 -0.29836
H -5.00062 0.84746 1.55570
H -3.78751 2.00323 1.05787
H -3.82218 -0.85034 0.55525
H -2.55206 0.08896 0.94461
O -4.34998 -1.22397 -1.91446
N -4.03220 -2.47652 -1.80469
N -2.80953 -2.65006 -1.58320
O -1.95799 -1.64115 -1.47407
C -2.30092 -3.99620 -1.43946
C -3.17664 -5.07470 -1.41452
C -2.65730 -6.34841 -1.27421
C -1.28599 -6.54213 -1.16232
C -0.42918 -5.45339 -1.19724
C -0.93270 -4.16783 -1.33371
H -4.24116 -4.91700 -1.51368
H -3.32848 -7.19698 -1.25612
H -0.88735 -7.54237 -1.05218
H 0.63996 -5.60482 -1.12662
H -0.28299 -3.30591 -1.37530
N -2.53886 0.22454 -3.58341
C -1.99980 0.06238 -4.62691
N -1.51729 -0.12631 -5.74524
C -0.41352 0.21501 -6.37920
N 0.53458 0.49256 -6.97952
O 0.13486 0.49358 0.14447
P 1.31417 0.31965 1.07347
C 2.47219 1.74047 0.97104
C 1.68872 3.07989 1.01159
C 2.30857 4.12749 0.08736
C 2.27376 3.67690 -1.37962
C 2.56641 2.16761 -1.52142
C 3.34172 1.66199 -0.30438
C 0.67250 -0.01341 2.77204
C 1.70179 -0.04120 3.91394
C 1.94048 1.33583 4.53629
C 0.62509 1.92769 5.03754
C -0.35297 2.09494 3.87692
C -0.59838 0.77006 3.15432
C 2.22747 -1.21479 0.67138
C 2.19358 -1.50452 -0.83860
C 2.78919 -2.88679 -1.11999
C 4.15225 -3.11288 -0.41985
C 4.67232 -1.84077 0.24451
C 3.66184 -1.31394 1.26638
H 3.12720 1.66524 1.84228
H 1.66053 3.46702 2.02790
H 0.65062 2.91567 0.69865
H 3.33950 4.31387 0.39696
H 1.77980 5.07448 0.20529
H 3.00533 4.25416 -1.94713
H 1.29571 3.90856 -1.81188
H 3.12408 1.97179 -2.43755
H 1.63279 1.60319 -1.59495
H 4.22720 2.28427 -0.15655
H 3.71195 0.65254 -0.46419
H 0.34720 -1.04299 2.58747
H 2.64152 -0.48528 3.57725
H 1.31225 -0.69925 4.69691
H 2.37565 2.01651 3.79811
H 2.66022 1.24855 5.35099
H 0.79544 2.88653 5.52994
H 0.19229 1.25542 5.78690
H 0.04734 2.82639 3.17558
H -1.30576 2.49060 4.23533
H -1.19471 0.94797 2.25309
H -1.19033 0.12709 3.81513
H 1.59913 -1.98285 1.13554
H 2.74596 -0.74867 -1.39999
H 1.16369 -1.45235 -1.19309
H 2.88800 -3.01029 -2.19935
H 2.08399 -3.64896 -0.78223
H 4.88703 -3.48306 -1.13405
H 4.05120 -3.88364 0.34901
H 4.88109 -1.08482 -0.51730
H 5.61815 -2.04043 0.74937
H 4.00721 -0.35317 1.65507
H 3.64831 -2.00083 2.11460

Summary:
2S+1 = 4
Total charge = +1
Relative energy (zero: lowest compared OMol25 entry of this formula, charge and spin) = 114.1 kJ/mol
⟨S²⟩ = 3.774

***

No. 8
A cluster of 10 separate species, C5H28NO11 in total at a distorted geometry, computed with wB97M-V/def2-TZVPD.

Element x y z (Å)
O 0.93354 -1.56302 1.29741
C 0.61234 -0.37980 1.12400
N 0.11742 -0.00151 -0.07437
C 0.86753 -0.32224 -1.37346
O 1.29520 0.80256 -2.07024
C 0.26645 0.41808 2.35044
C 0.63258 -0.32224 3.69692
C -0.59442 -1.14921 4.12112
H -0.13812 1.00474 -0.20531
H 1.72840 -0.94794 -1.14188
H -0.03305 -0.71418 -1.89170
H 0.52374 1.47098 2.37663
H -0.84596 0.40356 2.29736
H 0.91586 0.45982 4.37533
H 1.52020 -0.96150 3.46402
H -1.18806 -1.68737 3.38981
H -0.49300 -1.90526 4.89612
H -1.07791 -0.44058 4.82039
H 4.08022 -0.51477 -0.93012
H 3.24952 0.58416 -1.69240
O 4.14839 0.28647 -1.45860
H -3.83692 -1.94215 -0.63114
H -4.56914 -3.00149 -0.81204
O -4.32944 -2.50068 0.00533
H -1.80136 2.27871 -0.10907
H -0.58372 2.95576 0.21447
O -1.33914 2.56928 0.68308
H 1.58496 -3.93922 -1.01685
H 1.36336 -3.06204 0.41652
O 1.73629 -3.81026 -0.08360
H 0.36639 1.48306 -2.18716
H -0.48194 2.24044 -3.53037
O -0.67973 2.24150 -2.58862
H 0.12643 -0.15958 -3.76133
H 0.74779 -0.78117 -5.03144
O -0.07923 -0.57274 -4.60608
H -2.18310 2.36776 -2.81504
H -3.51107 2.82188 -2.14374
O -3.19096 2.49988 -2.98297
H -1.18798 3.98214 -2.05311
H -0.14261 4.85822 -1.75883
O -1.07808 4.81550 -1.53526
H 2.32717 -2.98007 3.72682
H 1.86731 -3.24714 2.24228
O 2.35387 -3.63835 2.98669

Summary:
2S+1 = 1
Total charge = -1
Relative energy (zero: lowest compared OMol25 entry of this formula, charge and spin) = 466.3 kJ/mol

***

No. 9
A cluster of 2 separate species, C34H34N3S in total at a distorted geometry, computed with wB97M-V/def2-TZVPD.

Element x y z (Å)
C -0.17102 -3.50199 -5.02724
C 1.00765 -3.30017 -4.30123
C 0.94338 -2.78848 -3.00432
C -0.29312 -2.47335 -2.43499
C -0.30859 -1.94003 -1.01008
C -0.69380 -2.99539 0.02961
C -0.42936 -2.71444 1.37172
C -0.64396 -3.66639 2.36691
C -1.20993 -4.90077 2.02291
C -1.54293 -5.16811 0.69185
C -1.28767 -4.22102 -0.30464
C -1.16298 -0.68207 -0.80773
C -1.26566 0.29017 -1.96372
C -2.27358 1.36855 -1.63812
N -2.15015 1.77222 -0.22925
C -2.78100 2.91184 0.28746
C -2.55063 3.05875 1.65731
C -3.04561 4.17287 2.32970
C -3.73514 5.15418 1.60265
C -3.95861 4.99936 0.22452
C -3.49589 3.85729 -0.44326
S -1.60516 1.72821 2.28190
C -1.40274 1.06472 0.66854
N -0.64456 0.04088 0.35950
C -1.47542 -2.69404 -3.14817
C -1.41252 -3.20842 -4.45220
H -0.11902 -3.90184 -6.04045
H 1.98422 -3.52978 -4.73128
H 1.85122 -2.62492 -2.41613
H 0.73051 -1.65933 -0.79966
H -0.04400 -1.72263 1.61698
H -0.37312 -3.43123 3.39682
H -1.39094 -5.65160 2.79162
H -1.99990 -6.11885 0.41445
H -1.54346 -4.44220 -1.34210
H -2.19881 -1.05234 -0.62173
H -0.27790 0.72819 -2.15952
H -1.58792 -0.22572 -2.87122
H -2.13300 2.24949 -2.27161
H -3.29714 1.00121 -1.80804
H -2.86996 4.25122 3.40131
H -4.10053 6.04430 2.11573
H -4.49422 5.77221 -0.32567
H -3.67237 3.70709 -1.51054
H -2.44716 -2.48081 -2.68788
H -2.33731 -3.36808 -5.01070
C 4.07821 3.10824 -0.23992
C 3.69857 2.53043 -1.61051
C 2.89679 1.24875 -1.35075
N 2.52180 1.31416 0.06969
C 1.78998 0.36948 0.63474
C 1.74534 0.21933 2.07290
C 1.33499 1.28794 2.89916
C 1.32187 1.13346 4.28207
C 1.77038 -0.05734 4.86229
C 2.20056 -1.11701 4.05019
C 2.19555 -0.98356 2.66733
C 3.25888 2.34834 0.81228
H 5.14452 2.97477 -0.03445
H 3.85517 4.17798 -0.18056
H 3.06643 3.24145 -2.15030
H 4.57844 2.32318 -2.22234
H 2.00371 1.17136 -1.98692
H 3.52206 0.35877 -1.55048
H 1.59197 -0.48952 -0.01242
H 1.01354 2.22630 2.43812
H 0.97173 1.95932 4.90579
H 1.76928 -0.16719 5.94756
H 2.55938 -2.04554 4.50181
H 2.53650 -1.79490 2.01377
H 3.91596 1.91899 1.59026
H 2.56821 3.03401 1.32069

Summary:
2S+1 = 1
Total charge = +1
Relative energy (zero: lowest compared OMol25 entry of this formula, charge and spin) = 0.0 kJ/mol

***

No. 10
A cluster of 2 separate species, C2H3NOPS in total at a distorted geometry, computed with wB97M-V/def2-TZVPD.

Element x y z (Å)
C 0.14414 -0.21364 0.04806
C -0.92111 -1.14122 -0.41821
N 1.17701 -0.12449 0.71030
O 2.10613 0.37436 1.22938
P -0.14540 2.23210 -0.53583
S 1.39120 2.84799 0.38287
H -0.63329 -2.07610 -0.90883
H -1.74228 -0.47555 -1.00824
H -1.37639 -1.42345 0.50051

Summary:
2S+1 = 1
Total charge = +1
Relative energy (zero: lowest compared OMol25 entry of this formula, charge and spin) = 172.6 kJ/mol